A 7-piece molecular cluster, C21H56O7 overall, computed with ωB97M-V/def2-TZVPD.

```
84
Properties=species:S:1:pos:R:3:mulliken_charge:R:1
C 1.141 2.958 2.214 -1.14
C 0.759 4.246 2.926 0.80
C 1.363 4.265 4.330 -1.42
O 1.201 5.408 2.235 -0.56
H 0.732 2.106 2.755 0.32
H 2.185 2.931 1.900 0.39
H 0.586 2.923 1.264 0.31
H -0.330 4.313 2.975 -0.09
H 2.449 4.342 4.269 0.31
H 1.127 3.374 4.924 0.35
H 0.954 5.059 4.959 0.36
H 1.997 5.206 1.732 0.36
C -4.753 -2.535 -4.927 -1.14
C -4.751 -1.118 -4.377 0.33
C -3.533 -0.799 -3.488 -1.28
O -4.779 -0.164 -5.437 -0.55
H -5.706 -3.049 -4.776 0.28
H -4.072 -3.176 -4.353 0.29
H -4.480 -2.653 -5.973 0.32
H -5.615 -0.919 -3.746 0.33
H -2.641 -0.786 -4.118 0.38
H -3.404 -1.372 -2.574 0.38
H -3.694 0.230 -3.151 0.33
H -3.945 -0.234 -5.913 0.34
C 1.886 -4.982 0.022 -1.20
C 0.725 -4.885 -0.955 0.91
C 0.392 -6.219 -1.592 -1.50
O -0.398 -4.452 -0.148 -0.60
H 1.576 -5.377 0.986 0.34
H 2.303 -3.987 0.206 0.15
H 2.715 -5.555 -0.393 0.41
H 0.900 -4.143 -1.738 0.14
H -0.403 -6.073 -2.332 0.38
H 0.076 -6.995 -0.892 0.34
H 1.222 -6.686 -2.129 0.38
H -1.160 -4.347 -0.735 0.28
C 3.712 -1.838 4.128 -1.58
C 2.663 -1.392 3.138 0.72
C 3.310 -0.637 1.978 -0.61
O 1.903 -2.524 2.731 -0.53
H 3.297 -2.442 4.937 0.40
H 4.222 -0.963 4.529 0.35
H 4.395 -2.518 3.612 0.37
H 1.932 -0.732 3.631 0.08
H 3.694 0.346 2.242 0.40
H 2.651 -0.649 1.109 -0.39
H 4.205 -1.163 1.617 0.41
H 1.309 -2.220 2.016 0.52
C -0.649 -1.072 -1.572 -1.48
C -0.243 -0.668 -0.165 1.31
C -1.407 -0.182 0.696 -1.79
O 0.404 -1.771 0.470 -0.43
H -1.193 -0.280 -2.091 0.50
H -1.305 -1.949 -1.572 0.27
H 0.142 -1.355 -2.271 0.29
H 0.430 0.191 -0.207 0.06
H -0.983 0.066 1.669 0.38
H -2.205 -0.909 0.845 0.31
H -1.788 0.714 0.200 0.33
H 0.068 -2.598 0.078 0.01
C 3.009 0.023 -1.959 -0.89
C 4.272 0.742 -1.543 0.59
C 4.932 1.437 -2.748 -1.45
O 3.891 1.735 -0.609 -0.46
H 3.151 -0.769 -2.699 0.50
H 2.276 0.666 -2.454 0.35
H 2.535 -0.420 -1.081 -0.18
H 4.996 0.047 -1.103 0.17
H 5.324 0.751 -3.506 0.36
H 5.834 1.988 -2.464 0.41
H 4.197 2.105 -3.193 0.33
H 4.656 2.197 -0.258 0.31
C -3.004 3.665 1.770 -1.01
C -4.465 4.116 1.830 0.57
C -4.899 4.915 0.615 -1.43
O -5.365 3.029 1.986 -0.57
H -2.286 4.345 1.311 0.43
H -2.937 2.729 1.211 0.15
H -2.674 3.506 2.799 0.32
H -4.577 4.806 2.676 0.19
H -5.803 5.490 0.803 0.34
H -4.944 4.334 -0.307 0.34
H -4.127 5.663 0.401 0.37
H -5.179 2.593 2.825 0.32
```

As for the spin multiplicity: 1. The calculated total energy comes out at -37016.71809 eV. As for the energy relative to the best compared isomer or geometry (same formula, charge and spin): 37.6 kcal per mole. The LUMO energy is 0.3 eV. The HOMO energy is -9.419 eV. For the frontier orbital gap, the calculation gives 9.75 eV.

=====

C21H57MgO9 as an isolated structure, computed with ωB97M-V/def2-TZVPD.

```
88
Properties=species:S:1:pos:R:3:mulliken_spin:R:1
Mg 2.110 -2.051 -1.490 0.00
C -0.181 -5.063 0.347 0.00
C 0.778 -4.984 -0.811 0.00
C 0.186 -5.720 -2.062 0.00
O 1.359 -3.725 -0.932 0.00
H -1.113 -4.519 0.190 0.00
H 0.126 -4.820 1.364 0.00
H -0.641 -6.040 0.496 0.00
H 1.587 -5.657 -0.530 0.00
H 0.795 -6.537 -2.449 0.00
H -0.150 -5.022 -2.828 0.00
H -0.747 -6.192 -1.754 0.00
C 5.063 1.752 1.919 0.09
C 3.883 2.110 0.963 -0.01
C 3.412 3.582 1.046 -0.01
O 4.056 1.721 -0.360 0.91
H 6.043 2.132 1.634 -0.01
H 5.165 0.675 2.059 0.00
H 4.876 2.319 2.831 0.00
H 3.049 1.487 1.288 0.02
H 2.932 3.626 2.024 0.00
H 2.547 3.850 0.439 0.00
H 4.218 4.313 0.984 0.00
C -0.763 -0.785 -0.462 0.00
C 0.034 0.270 -1.122 -0.01
C 0.282 1.313 -0.032 0.02
O 1.195 -0.224 -1.827 0.00
H -1.167 -1.529 -1.149 0.00
H -1.587 -0.382 0.126 0.00
H -0.154 -1.412 0.190 0.00
H -0.669 0.562 -1.903 0.00
H -0.649 1.657 0.417 0.00
H 0.681 2.219 -0.489 -0.01
H 0.851 1.004 0.844 0.00
C -1.571 -1.255 3.261 0.00
C -0.048 -1.249 3.635 0.00
O 0.082 -0.427 4.774 0.00
H -1.691 -1.785 2.317 0.00
H -1.895 -0.220 3.158 0.00
H -2.078 -1.756 4.087 0.00
H 0.454 -0.737 2.815 0.00
H 0.512 -2.184 3.621 0.00
H 1.014 -0.315 4.978 0.00
C -4.216 -1.829 0.336 0.00
C -5.660 -2.373 0.122 0.00
O -5.589 -3.537 -0.603 0.00
H -4.271 -0.990 1.030 0.00
H -3.803 -1.497 -0.617 0.00
H -3.605 -2.608 0.791 0.00
H -6.123 -1.719 -0.617 0.00
H -6.202 -2.416 1.067 0.00
H -5.599 -4.260 0.029 0.00
C -0.458 4.801 -0.509 0.00
C -1.376 4.357 -1.690 0.00
O -1.100 5.255 -2.777 0.00
H -0.488 5.886 -0.413 0.00
H 0.562 4.441 -0.647 0.00
H -0.820 4.487 0.470 0.00
H -2.435 4.434 -1.443 0.00
H -1.092 3.339 -1.955 0.00
H -1.485 6.075 -2.458 0.00
C 4.747 -2.827 0.954 0.00
C 3.424 -2.071 1.367 0.00
O 2.950 -1.233 0.309 0.00
H 5.155 -3.473 1.732 0.00
H 5.523 -2.075 0.811 0.00
H 4.551 -3.311 -0.003 0.00
H 3.644 -1.489 2.261 0.00
H 2.587 -2.678 1.713 0.00
H 3.216 -0.356 0.594 0.00
C 1.848 1.212 -5.150 0.00
C 1.765 2.284 -4.076 0.00
O 2.618 1.888 -3.047 0.00
H 2.915 1.199 -5.372 0.00
H 1.323 1.538 -6.048 0.00
H 1.341 0.333 -4.754 0.00
H 0.790 2.543 -3.662 0.00
H 2.009 3.257 -4.501 0.00
H 2.138 1.137 -2.690 0.00
C -4.633 3.334 1.368 0.00
C -4.257 2.023 0.704 0.00
O -5.491 1.352 0.380 0.00
H -5.033 3.955 0.566 0.00
H -3.760 3.873 1.739 0.00
H -5.339 3.144 2.175 0.00
H -3.543 1.527 1.361 0.00
H -3.561 2.298 -0.088 0.00
H -5.348 0.766 -0.366 0.00
```

As for the spin multiplicity: 2. The calculated total energy comes out at -46569.10518 eV. The LUMO energy (alpha / beta) is -0.5 / -1.6 eV. The HOMO energy (alpha / beta) is -8.763 / -8.763 eV. For the frontier orbital gap (alpha / beta), the calculation gives 8.25 / 7.21 eV. The expectation value of S² is 0.754.

=====

A 6-piece molecular cluster, C21H58BBrIN5O8P overall, computed with ωB97M-V/def2-TZVPD.

```
96
Properties=species:S:1:pos:R:3:mulliken_charge:R:1
O -5.023 -4.468 -0.666 -0.62
B -4.704 -3.117 -0.446 0.83
O -3.759 -2.603 -1.301 -0.55
C -5.346 -2.348 0.745 -0.31
I -3.894 -0.955 1.529 -0.10
P -6.685 -1.340 0.333 0.12
O -7.789 -2.396 -0.305 -0.42
Br -6.127 -0.215 -1.747 -0.50
H -5.957 -4.628 -0.524 0.23
H -4.147 -1.899 -1.840 0.11
H -7.364 -3.165 -0.694 0.27
C -1.018 -5.414 2.940 -1.59
C -2.254 -5.101 2.099 0.65
C -3.401 -6.102 2.272 -0.50
O -3.213 -7.351 1.620 -0.38
C -2.417 -8.279 2.316 -0.66
N -1.837 -4.961 0.703 -0.69
H -0.428 -6.223 2.505 0.30
H -0.374 -4.536 2.990 0.37
H -1.289 -5.695 3.960 0.34
H -2.642 -4.134 2.433 0.21
H -4.293 -5.667 1.819 0.18
H -3.617 -6.269 3.337 0.44
H -2.561 -8.198 3.400 0.30
H -1.352 -8.161 2.091 0.22
H -2.721 -9.277 1.998 0.26
H -2.616 -4.634 0.139 0.17
H -1.648 -5.893 0.344 0.30
C -1.999 4.575 4.362 -1.62
C -1.924 3.927 2.984 0.33
C -2.821 2.700 2.796 -0.55
O -2.336 1.523 3.404 -0.18
C -2.649 1.359 4.768 -0.83
N -0.532 3.599 2.662 -0.39
H -1.449 3.997 5.106 0.31
H -1.556 5.571 4.334 0.37
H -3.033 4.672 4.699 0.37
H -2.266 4.668 2.253 0.36
H -2.843 2.477 1.726 0.18
H -3.857 2.891 3.108 0.40
H -3.631 1.781 5.005 0.36
H -1.894 1.813 5.420 0.24
H -2.674 0.288 4.967 0.27
H -0.505 3.260 1.703 0.12
H -0.287 2.782 3.217 0.29
C -1.784 2.129 -2.166 -1.49
C -0.423 2.662 -1.725 0.38
C 0.712 2.367 -2.712 -0.73
O 1.174 1.030 -2.696 -0.33
C 0.399 0.107 -3.439 -0.02
N -0.135 2.158 -0.381 -0.38
H -1.870 1.054 -2.009 0.23
H -2.577 2.595 -1.581 0.36
H -1.972 2.340 -3.221 0.37
H -0.500 3.753 -1.660 0.30
H 1.576 2.974 -2.429 0.28
H 0.426 2.658 -3.732 0.48
H -0.015 0.567 -4.342 0.31
H -0.411 -0.317 -2.844 0.19
H 1.060 -0.707 -3.736 -0.28
H 0.717 2.598 -0.039 0.16
H 0.105 1.173 -0.462 0.26
C 6.123 -2.996 -4.397 -1.45
C 4.867 -2.182 -4.100 0.43
C 3.560 -2.922 -4.407 -0.53
O 3.235 -3.006 -5.781 -0.39
C 3.871 -4.044 -6.495 -0.65
N 4.959 -0.895 -4.792 -0.74
H 6.337 -3.027 -5.466 0.28
H 6.985 -2.543 -3.909 0.36
H 6.027 -4.022 -4.036 0.35
H 4.856 -1.975 -3.025 0.39
H 2.742 -2.362 -3.950 0.12
H 3.556 -3.923 -3.955 0.41
H 4.005 -4.933 -5.870 0.31
H 4.842 -3.734 -6.890 0.22
H 3.228 -4.302 -7.336 0.26
H 4.191 -0.298 -4.498 0.26
H 4.790 -1.061 -5.781 0.32
C 4.570 6.830 2.592 -1.44
C 3.076 6.763 2.287 0.30
C 2.540 5.342 2.084 -0.45
O 2.866 4.759 0.832 -0.27
C 4.153 4.185 0.741 -0.77
N 2.787 7.639 1.148 -0.75
H 5.170 6.683 1.694 0.29
H 4.827 7.810 2.995 0.36
H 4.859 6.074 3.325 0.34
H 2.545 7.166 3.155 0.41
H 1.450 5.372 2.109 0.15
H 2.854 4.681 2.903 0.37
H 4.455 3.733 1.691 0.35
H 4.908 4.916 0.436 0.26
H 4.110 3.404 -0.019 0.24
H 1.782 7.694 1.017 0.29
H 3.126 7.175 0.309 0.31
```

As for the spin multiplicity: 1. The calculated total energy comes out at -134658.98100 eV. The LUMO energy is 2.2 eV. Its total charge is -1. The HOMO energy is -4.199 eV. For the frontier orbital gap, the calculation gives 6.42 eV.

=====

Result set for maximum force: 1.87, 2.74, 1.25 eV/A, one per record in the order listed.